Record 1
The following is a DFT calculation (wB97M-V/def2-TZVPD) of a cluster of 2 separate species, C6H8N2O3 in total in a non-equilibrium geometry.

Calculated values
* molecular weight: 156.14 g mol⁻¹
* energy: -568.42654 Ha
* lowest unoccupied orbital energy: -0.0295 Ha
* charge: 0
* HOMO-LUMO gap: 7.64 eV

The geometry in XYZ format:
```
19
Properties=species:S:1:pos:R:3:forces:R:3
H -1.98801 -1.15710 -2.28513 -0.25 -0.12 0.78
C -0.05186 0.02232 0.23638 -0.28 0.40 0.06
O 0.77372 -0.41474 -2.50897 -4.20 0.53 1.89
C 1.28251 1.53961 1.43924 1.12 -0.44 -0.63
N 1.04223 0.86052 0.19366 0.41 0.12 0.74
C -0.59258 -0.63960 -0.76726 1.77 0.77 -2.51
H 3.22132 2.29286 1.05199 -0.69 0.37 -0.04
H 2.56048 2.74716 2.62314 0.09 1.37 3.25
C 0.18723 0.94539 2.33122 2.16 2.23 -0.77
N -0.47324 0.09447 1.56564 -2.32 -1.43 0.44
H 1.37235 1.00267 -0.74820 0.40 0.62 0.15
C -1.75596 -1.36330 -1.22671 1.17 -4.04 1.25
O -0.05854 1.17048 3.47616 -0.37 0.19 1.60
H -1.46399 -2.55077 -1.03413 -0.77 2.62 -1.28
O -1.68402 -0.40404 2.10951 0.46 -0.32 -3.19
H 1.49327 -0.60927 -1.96228 2.11 -0.86 1.16
C 2.36493 2.31534 1.74099 -1.33 -3.11 -3.80
H -1.57063 -0.34741 3.04182 0.61 0.34 1.65
H -2.54109 -1.31533 -0.44763 -0.08 0.75 -0.75
```
Forces are in eV/Å.

Atom charges from the Mulliken analysis, given in e for atoms 1 to 5: atom 1 (H): 0.307, atom 2 (C): 0.183, atom 3 (O): -0.711, atom 4 (C): 0.356, atom 5 (N): -0.145

Record 2
The following is a DFT calculation (wB97M-V/def2-TZVPD) of a cluster of 2 separate species, C6H8N2O4 in total in a non-equilibrium geometry.

Calculated values
* molecular weight: 172.14 g mol⁻¹
* energy: -643.94280 Ha
* SMILES string: O=c1cc[nH]c(=O)[nH]1.CC(=O)O
* lowest unoccupied orbital energy: 0.0162 Ha
* charge: 0
* HOMO-LUMO gap: 10.15 eV

The geometry in XYZ format:
```
20
Properties=species:S:1:pos:R:3:forces:R:3
H -1.67080 1.49908 1.32046 -0.04 0.07 0.16
C 1.55867 -3.33145 -0.16246 0.46 3.80 0.06
H 2.74237 -2.29575 1.08226 1.31 -0.44 1.90
H -2.16209 5.34699 1.43115 -1.65 -1.50 -1.06
H 0.44921 -3.98955 -1.67081 0.14 0.79 0.28
H -3.23799 1.97611 1.75772 -1.33 0.44 0.97
O 1.56303 -4.34965 0.38827 0.60 -4.67 2.60
C 2.12339 -0.91583 -0.31774 -1.20 -3.08 -0.25
H -2.69450 2.04519 0.10253 -0.27 0.60 0.05
C 1.39098 -0.79847 -1.41806 -0.70 -1.38 -0.46
C 0.67292 -1.99685 -1.95332 -1.13 1.95 -1.41
O -2.69769 4.51768 1.12012 1.77 2.95 1.28
H 1.22508 0.09766 -1.94250 0.06 0.96 -0.46
O -0.11133 -2.01190 -2.90033 0.90 0.55 0.53
C -2.43942 2.26300 1.14420 2.63 -2.36 -1.26
O -0.62315 3.82383 1.55230 0.46 -0.19 0.21
H 2.65450 -0.12510 0.09879 0.87 1.03 0.92
N 0.87443 -3.13545 -1.28093 -0.95 -1.95 -1.70
C -1.76623 3.56882 1.31507 -1.57 -0.03 -0.36
N 2.14861 -2.18836 0.33329 -0.36 2.47 -2.00
```
Forces are in eV/Å.

Atom charges from the Mulliken analysis, given in e for atoms 1 to 5: atom 1 (H): 0.313, atom 2 (C): 0.335, atom 3 (H): 0.170, atom 4 (H): 0.352, atom 5 (H): 0.214

Record 3
The following is a DFT calculation (wB97M-V/def2-TZVPD) of a cluster of 2 separate species, C6H8N2O4 in total in a non-equilibrium geometry.

Calculated values
* molecular weight: 172.14 g mol⁻¹
* energy: -643.60751 Ha
* lowest unoccupied orbital energy: -0.0115 Ha
* charge: 0
* HOMO-LUMO gap: 8.72 eV

The geometry in XYZ format:
```
20
Properties=species:S:1:pos:R:3:forces:R:3
H 3.49829 1.74268 -0.09934 0.25 -1.77 1.63
H -1.54295 -0.61906 -1.26581 -0.79 1.07 0.64
C 3.29984 -0.16233 0.07079 -3.13 1.95 -0.18
C -3.04571 -0.00832 0.27648 -1.02 -2.75 -2.52
N 0.49409 -1.35032 0.28735 -3.32 -2.51 0.02
O -1.03480 -1.38016 0.47016 0.74 0.38 0.99
N -1.05749 1.01581 0.02790 3.56 -0.10 -0.71
O 0.88299 2.14660 0.15907 -0.25 -0.08 0.04
C -1.68598 -0.26213 -0.19470 2.52 -0.55 -1.35
C 0.25585 0.97140 -0.04050 -3.87 0.57 1.38
C 0.95679 -0.25419 -0.04136 6.34 3.06 -0.90
H -3.07486 -0.01903 1.30614 -0.26 -0.12 2.28
H 0.09992 2.69644 0.41206 0.86 0.00 -0.37
O 0.98315 -2.44083 0.42552 0.12 -0.44 0.34
H -3.23623 0.95462 -0.09676 -0.87 1.11 -0.42
H 3.20463 -1.94150 -0.91471 0.69 0.61 0.54
O 3.66048 0.99196 0.58303 -0.52 1.29 -1.23
C 3.87566 -1.15924 -0.49295 -0.75 -2.78 -0.83
H -3.65954 -0.78580 -0.21350 -0.48 0.52 0.73
H 4.92893 -1.40093 -0.45395 0.16 0.53 -0.08
```
Forces are in eV/Å.

Atom charges from the Mulliken analysis, given in e for atoms 1 to 5: atom 1 (H): 0.402, atom 2 (H): 0.206, atom 3 (C): 0.466, atom 4 (C): -1.327, atom 5 (N): 0.730

Record 4
The following is a DFT calculation (wB97M-V/def2-TZVPD) of the ion C6H8N2O4P with charge +1 in a non-equilibrium geometry.

Calculated values
* molecular weight: 203.11 g mol⁻¹
* energy: -984.69656 Ha
* SMILES string: N=P(O)(O)c1cc(C(=O)O)cc[nH+]1
* lowest unoccupied orbital energy: -0.2367 Ha
* charge: +1
* HOMO-LUMO gap: 6.52 eV

The geometry in XYZ format:
```
21
Properties=species:S:1:pos:R:3:forces:R:3
P 2.67968 -0.39937 0.15278 2.99 -0.61 1.42
H 3.71714 -0.87275 1.96204 -0.37 -1.16 -1.01
H -3.95639 2.40977 0.56464 -0.16 -0.36 -1.30
C -2.44419 -0.85100 0.03655 4.47 0.62 -0.08
O -1.88338 2.91244 -1.45382 -4.72 -6.84 4.57
C -1.45058 -2.13728 0.42311 0.28 3.66 -0.97
N 3.27628 -1.47599 1.20468 -1.26 3.21 -1.37
C -0.12158 0.68031 -0.31981 -2.28 -3.98 0.94
H -1.98887 -3.16824 0.67608 1.77 2.36 -0.52
C 0.75627 -0.67170 0.10612 -3.97 1.41 -1.17
N 0.08292 -2.00160 0.44983 -3.44 3.99 -1.29
H 0.65345 -2.83971 0.72274 -0.44 1.20 -0.30
O 3.37192 -0.54596 -1.47295 -2.28 2.63 2.86
H 3.38742 0.38817 -1.88224 0.05 -1.97 0.64
H -3.61105 -0.95905 0.05067 2.60 0.03 -0.03
H 2.50722 1.91624 0.15783 0.90 -0.83 0.97
O -3.98316 2.14811 -0.40229 4.18 -0.68 0.29
C -2.57519 1.95700 -0.78456 2.74 4.92 -2.66
O 2.97169 1.24046 0.73600 -2.01 -2.29 -2.82
H 0.42268 1.68527 -0.58051 -1.29 -2.26 0.54
C -1.75907 0.59264 -0.37119 2.24 -3.05 1.29
```
Forces are in eV/Å.

Atom charges from the Mulliken analysis, given in e for atoms 1 to 5: atom 1 (P): 0.772, atom 2 (H): 0.273, atom 3 (H): 0.371, atom 4 (C): -0.427, atom 5 (O): -0.426

Record 5
The following is a DFT calculation (wB97M-V/def2-TZVPD) of a cluster of 2 separate species, C6H8N2OS in total in a non-equilibrium geometry.

Calculated values
* molecular weight: 156.21 g mol⁻¹
* energy: -816.19371 Ha
* lowest unoccupied orbital energy (spin up / spin down): -0.0088 / -0.0089 Ha
* charge: 0
* HOMO-LUMO gap (spin up / spin down): 7.90 / 7.90 eV

The geometry in XYZ format:
```
18
Properties=species:S:1:pos:R:3:forces:R:3
S 0.63684 1.89037 -0.85502 1.95 1.39 0.77
C -2.01093 -0.26710 2.12242 -1.24 0.27 -1.19
H 3.03999 1.13154 -0.82138 -0.84 0.59 0.50
N -0.12933 0.65037 -1.43666 -4.93 -1.94 0.38
H 1.43849 -0.17909 -2.61404 -1.62 -0.02 1.06
H 1.37106 -0.97308 0.46861 0.00 0.32 -1.97
C 0.71685 -0.42568 -1.73258 3.52 -3.69 -0.16
C -1.45247 -0.02468 0.10479 3.93 0.46 -1.33
O -2.74894 0.10795 0.05103 -0.64 0.18 0.29
H 2.21296 1.14483 0.84881 0.15 -0.21 -1.31
C 2.09660 0.93624 -0.25588 0.98 -0.34 1.07
H 0.35273 -1.51205 -1.93585 -0.43 2.35 0.21
H 2.71432 -1.10007 -0.76901 -1.21 0.48 -0.10
C 1.75230 -0.55494 -0.53506 0.26 0.35 1.53
H -4.11603 -0.07460 1.57079 -2.94 0.10 0.45
H -1.79947 -0.48395 3.13966 -0.59 0.01 0.72
N -0.94590 -0.23392 1.28297 0.98 0.25 -1.75
C -3.12907 -0.03215 1.36641 2.67 -0.54 0.83
```
Forces are in eV/Å.

Atom charges from the Mulliken analysis, given in e for atoms 1 to 5: atom 1 (S): -0.020, atom 2 (C): -0.299, atom 3 (H): 0.370, atom 4 (N): -0.180, atom 5 (H): 0.372

Record 6
The following is a DFT calculation (wB97M-V/def2-TZVPD) of a cluster of 2 separate species, C6H8N2S in total in a non-equilibrium geometry.

Calculated values
* molecular weight: 140.21 g mol⁻¹
* energy: -740.92672 Ha
* lowest unoccupied orbital energy (spin up / spin down): -0.1072 / -0.1220 Ha
* charge: 0
* HOMO-LUMO gap (spin up / spin down): 4.00 / 3.46 eV

The geometry in XYZ format:
```
17
Properties=species:S:1:pos:R:3:forces:R:3
C 1.54145 1.38847 -0.43761 -1.01 0.08 0.41
H -2.26458 -2.41679 0.45811 0.13 -0.07 1.33
C -2.06696 -2.00498 -0.49073 0.07 5.93 1.23
H 1.63937 -1.37192 1.24699 -0.03 1.20 -0.25
H -1.00318 2.37620 0.79261 0.00 -0.14 0.53
S -2.12415 1.95805 0.19240 -0.25 -0.07 -0.35
H -1.41446 -0.09421 1.27894 0.06 -0.13 1.20
H -2.11540 -0.01644 -1.65797 0.53 -1.62 1.17
N 0.86621 0.50177 0.34034 0.04 -0.10 0.04
C 1.82628 -0.38312 0.76478 1.19 -0.29 -1.30
C -2.00322 -0.58985 -0.67181 -1.59 -2.66 -1.68
C 3.04349 0.04091 0.13052 -4.10 -0.15 1.50
H 3.94989 -0.37560 0.22496 3.16 -1.52 0.27
N 2.84327 1.14764 -0.57514 -0.42 0.82 -0.50
H 1.03371 2.26618 -0.82914 0.18 -0.11 -0.14
H -1.86645 -2.70490 -1.17863 0.25 -2.06 -3.07
C -1.88528 0.27859 0.41139 1.78 0.87 -0.39
```
Forces are in eV/Å.

Atom charges from the Mulliken analysis, given in e for atoms 1 to 5: atom 1 (C): -0.233, atom 2 (H): 0.271, atom 3 (C): -0.651, atom 4 (H): 0.288, atom 5 (H): 0.204

Record 7
The following is a DFT calculation (wB97M-V/def2-TZVPD) of a cluster of 2 separate species, C6H8N3OS in total in a non-equilibrium geometry.

Calculated values
* molecular weight: 170.22 g mol⁻¹
* energy: -870.79330 Ha
* lowest unoccupied orbital energy: -0.1534 Ha
* charge: +1
* HOMO-LUMO gap: 8.16 eV

The geometry in XYZ format:
```
19
Properties=species:S:1:pos:R:3:forces:R:3
H 1.84129 -2.82995 -1.63056 -1.26 1.10 1.33
H -3.09960 3.31559 2.61192 -0.55 2.51 1.70
H -0.51561 -0.90974 -2.01024 -0.24 -0.10 -0.03
S 1.17733 -1.78559 0.51537 0.31 0.69 1.02
O -0.69856 1.58279 1.73747 -0.29 -0.73 0.51
H 0.19555 -3.21404 -1.04591 0.57 1.90 -0.54
H 0.90583 -1.17467 -2.98277 0.51 -0.12 -0.98
N 1.18116 0.08913 -1.30862 0.07 -2.05 1.53
N 1.92635 0.77226 0.82337 -0.50 1.52 -4.36
H -3.67474 1.86805 1.72026 -3.08 -1.70 -1.08
H 2.07837 1.74440 0.55721 -0.29 -0.37 -0.29
H 2.10320 0.57127 1.70428 1.05 -1.13 5.18
C -2.96170 2.49931 2.03637 3.22 -1.84 -0.26
C 0.54923 -1.11252 -1.99076 -0.91 0.83 1.42
C 0.91363 -2.31152 -1.13934 0.95 -3.33 -1.94
C 1.48217 -0.16286 0.04745 -0.51 0.90 -2.86
C 1.50819 1.15207 -2.06192 0.33 -0.14 0.62
C -1.79380 1.89486 2.00198 0.69 1.74 -0.89
N 1.84783 1.99440 -2.76362 -0.06 0.34 -0.09
```
Forces are in eV/Å.

Atom charges from the Mulliken analysis, given in e for atoms 1 to 5: atom 1 (H): 0.314, atom 2 (H): 0.322, atom 3 (H): 0.312, atom 4 (S): -0.033, atom 5 (O): -0.408

Record 8
The following is a DFT calculation (wB97M-V/def2-TZVPD) of a cluster of 2 separate species, C6H8N4 in total in a non-equilibrium geometry.

Calculated values
* molecular weight: 136.16 g mol⁻¹
* energy: -452.41506 Ha
* SMILES string: c1c[nH]cn1.c1c[nH]cn1
* lowest unoccupied orbital energy: 0.0313 Ha
* charge: 0
* HOMO-LUMO gap: 9.57 eV

The geometry in XYZ format:
```
18
Properties=species:S:1:pos:R:3:forces:R:3
C -1.41924 -1.01438 0.83665 -1.92 -2.54 -1.78
C 2.14881 2.98711 -0.21729 0.50 -0.88 -1.29
N 1.31788 2.13301 -0.94181 -0.08 1.90 0.40
H -0.87159 -0.25272 1.39167 -0.46 -0.22 -0.36
C 2.95091 2.15176 0.55503 -2.09 1.53 -0.43
H 3.69784 2.66053 1.16442 0.06 -1.24 0.27
H 0.62678 2.49800 -1.60188 0.40 -0.73 0.44
H 2.17155 4.02508 -0.54924 0.25 -0.30 0.57
C -0.98956 -2.27391 0.40597 0.04 1.27 1.04
C -3.13576 -2.07601 -0.12971 -0.79 3.18 0.97
N 2.46842 0.85013 0.49441 -0.73 0.64 -2.06
N -2.09163 -2.83785 -0.20549 1.45 -4.32 -0.71
H 0.92467 0.08200 -0.91018 0.36 0.03 0.56
N -2.78358 -0.95893 0.43937 0.32 2.56 1.41
H -2.29958 -3.79650 -0.49577 1.27 0.32 0.21
H -0.05965 -2.77729 0.67054 -0.46 -0.09 -0.63
C 1.50490 0.90001 -0.48322 1.29 -0.98 1.53
H -4.16122 -2.30005 -0.42355 0.57 -0.13 -0.16
```
Forces are in eV/Å.

Atom charges from the Mulliken analysis, given in e for atoms 1 to 5: atom 1 (C): -0.254, atom 2 (C): -0.232, atom 3 (N): -0.051, atom 4 (H): 0.421, atom 5 (C): -0.250

Record 9
The following is a DFT calculation (wB97M-V/def2-TZVPD) of the molecule C6H8N4O in a non-equilibrium geometry.

Calculated values
* molecular weight: 152.16 g mol⁻¹
* energy: -527.42860 Ha
* lowest unoccupied orbital energy (spin up / spin down): -0.0178 / -0.0042 Ha
* charge: 0
* HOMO-LUMO gap (spin up / spin down): 5.62 / 7.38 eV

The geometry in XYZ format:
```
19
Properties=species:S:1:pos:R:3:forces:R:3
C 2.95038 0.67795 -0.03391 0.17 -0.10 -0.61
N 0.74805 0.03394 -0.06176 1.65 2.43 1.83
C -1.49726 1.10779 1.54909 -0.01 -1.04 0.68
H -3.08950 -2.02663 -0.77982 0.20 -0.26 0.31
H 2.56174 1.64345 0.43502 1.19 -1.31 -0.25
H 0.89776 -2.18160 -1.79894 -0.81 0.96 0.21
H -0.58647 2.72068 0.66209 -0.11 -0.59 0.06
N -1.22335 -2.34826 -1.60744 1.44 -1.03 -0.70
C -1.51534 -0.73650 -0.07962 2.03 0.26 0.52
N -0.75359 2.14866 1.50320 -0.53 0.51 -2.02
H 3.33292 -0.12918 0.64814 -1.03 0.86 0.00
N -0.09792 -0.84525 -0.45858 -1.27 1.43 -0.25
C -0.04606 -1.73442 -1.42137 1.72 -2.83 -1.90
H -0.07211 2.30502 2.18819 0.54 0.40 1.57
H -3.17758 0.01790 0.86285 -0.58 -0.05 0.38
H 3.82412 0.75938 -0.72529 -0.80 0.79 0.41
C -2.13038 0.18838 0.75029 0.96 0.86 -0.34
O 1.89433 0.22549 -0.89657 -0.86 -1.49 0.47
C -2.01976 -1.82679 -0.73558 -3.92 0.20 -0.38
```
Forces are in eV/Å.

Atom charges from the Mulliken analysis, given in e for atoms 1 to 5: atom 1 (C): -0.392, atom 2 (N): -0.930, atom 3 (C): -0.124, atom 4 (H): 0.353, atom 5 (H): 0.148

Record 10
The following is a DFT calculation (wB97M-V/def2-TZVPD) of the molecule C6H8N4O in a non-equilibrium geometry.

Calculated values
* molecular weight: 152.16 g mol⁻¹
* energy: -527.52607 Ha
* SMILES string: Nn1[nH]ccc2[nH]ccoc1=2
* lowest unoccupied orbital energy: 0.0345 Ha
* charge: 0
* HOMO-LUMO gap: 7.91 eV

The geometry in XYZ format:
```
19
Properties=species:S:1:pos:R:3:forces:R:3
H -1.21637 2.66488 -0.60924 0.05 0.49 -0.45
N 1.67463 -1.22743 -0.16954 -0.85 1.77 -0.34
H -1.12936 1.37374 -1.73019 -0.92 0.60 2.58
C 0.34993 -0.77865 0.13029 -0.51 0.15 0.14
H 3.19442 1.75801 -0.06243 0.53 1.91 0.20
H 3.73447 -0.28689 -0.22713 -2.41 -0.66 -0.07
H -2.78497 -2.03792 0.52385 -0.72 0.29 -0.27
C 2.57819 -0.15081 -0.11894 3.55 0.65 0.79
N -1.61302 1.76383 -0.81067 0.62 -0.81 -1.60
O 1.02429 1.61457 0.28743 0.05 -0.78 0.30
C -0.75684 -1.76981 0.20637 0.00 0.98 -0.81
H -0.63282 -2.80007 -0.10818 0.29 0.11 0.35
C -2.01606 -1.30536 0.36844 1.30 0.56 0.35
H 1.89818 -2.07529 0.29078 0.62 -0.64 0.48
C 0.09027 0.52595 0.34427 -0.80 0.81 -0.12
C 2.37560 1.15594 0.16100 -3.42 -3.64 -0.94
H -3.17909 0.46761 0.47244 0.29 -0.68 0.21
N -1.32248 1.07264 0.42432 2.74 -0.81 -1.05
N -2.26894 0.03508 0.62715 -0.42 -0.29 0.25
```
Forces are in eV/Å.

Atom charges from the Mulliken analysis, given in e for atoms 1 to 5: atom 1 (H): 0.310, atom 2 (N): -0.301, atom 3 (H): 0.285, atom 4 (C): 0.764, atom 5 (H): 0.398

The highest molecular weight belongs to which entry?
C6H8N2O4P